Entry 1:
14
Properties=species:S:1:pos:R:3:lowdin_charge:R:1 method="wB97M-V/def2-TZVPD" e_above_lowest_ev=3.1661 orbital_gap_ev="7.27 / 7.76" lumo_ev="-1.71 / -0.17" homo_energy_ev="-8.98 / -7.92" total_energy_ev=-27318.1040
C -1.305 0.454 2.014 -0.187
C 1.977 -2.019 -1.772 0.082
C -0.212 0.486 0.895 -0.469
Si -0.878 0.831 -0.927 -0.130
I -2.861 2.430 -1.107 0.248
I 1.013 1.608 -2.370 0.320
H -1.863 -0.461 1.938 0.052
H -0.763 0.539 2.950 0.059
H -2.121 1.253 2.032 0.070
H 1.323 -2.253 -2.551 -0.029
H 1.965 -1.111 -1.202 -0.076
H 2.871 -2.547 -1.781 -0.041
H 0.298 -0.465 0.723 0.033
H 0.557 1.255 1.160 0.067

Entry 2:
15
Properties=species:S:1:pos:R:3:lowdin_charge:R:1 method="wB97M-V/def2-TZVPD" e_above_lowest_ev=0.8819 smiles=CC(C)(C)C#N orbital_gap_ev=12.01 lumo_ev=0.77 homo_energy_ev=-11.24 total_energy_ev=-6820.1130
C 1.270 -0.749 -0.141 -0.048
C -0.083 0.100 0.208 -0.541
C -0.008 1.490 -0.423 -0.059
C -1.329 -0.705 -0.309 -0.032
C -0.150 0.144 1.680 -0.207
N -0.115 0.085 2.835 0.156
H 2.164 -0.290 0.304 0.078
H 1.301 -1.802 0.219 0.088
H 1.497 -0.844 -1.223 0.087
H 0.959 1.914 -0.160 0.082
H -0.815 2.170 -0.120 0.094
H -0.076 1.360 -1.509 0.086
H -0.700 -1.533 -0.482 0.038
H -1.776 -0.350 -1.254 0.089
H -2.142 -0.991 0.375 0.091

Entry 3:
51
Properties=species:S:1:pos:R:3:lowdin_charge:R:1 method="wB97M-V/def2-TZVPD" orbital_gap_ev=8.53 lumo_ev=-0.23 homo_energy_ev=-8.76 total_energy_ev=-60041.2715
O 4.097 -0.025 -3.054 0.087
C 3.079 0.494 -2.575 -0.290
N 1.822 0.583 -3.200 0.145
C 0.808 1.192 -2.877 -0.812
N 0.674 1.825 -1.974 0.035
N -0.501 2.331 -1.611 0.031
C -1.220 2.104 -2.529 -0.895
S -3.089 2.212 -2.715 0.870
C -3.318 3.137 -1.125 -0.372
H -3.832 4.211 -1.430 0.141
H -2.397 3.324 -0.486 0.079
C -4.281 2.315 -0.166 -0.553
O -5.436 2.815 -0.395 -0.035
N -3.867 1.481 0.652 -0.039
C -2.482 0.868 0.523 -0.185
H -1.664 1.652 0.137 0.149
H -2.104 1.054 1.573 0.156
C -2.417 -0.400 0.074 -0.084
O -3.526 -1.339 0.795 -0.119
C -4.659 -0.720 0.873 -0.336
H -5.267 -1.532 1.310 0.120
C -4.650 0.668 1.517 -0.081
H -5.777 1.055 1.342 0.183
H -4.372 0.725 2.535 0.119
H -5.193 -1.030 -0.309 0.200
H -1.591 -0.915 0.123 0.054
H -2.715 -0.344 -1.146 0.184
S -0.719 0.941 -3.751 1.049
H 2.124 0.243 -4.078 0.158
C 3.245 1.038 -1.100 -0.152
C 4.556 0.693 -0.448 -0.057
C 4.535 -0.500 0.356 -0.563
O 5.406 -0.920 1.054 0.107
N 3.277 -0.716 0.446 0.077
C 2.735 -1.785 1.268 -0.091
C 3.360 -2.915 1.898 -0.084
C 2.885 -4.019 2.354 -0.027
C 1.641 -3.712 2.947 -0.226
C 0.769 -2.887 2.394 -0.063
C 1.374 -1.870 1.806 -0.033
H 0.667 -0.824 1.350 0.167
H -0.146 -2.809 2.830 0.107
F 1.178 -4.920 3.479 0.000
H 3.680 -4.648 2.730 0.134
H 4.581 -2.984 1.530 0.180
C 2.214 0.223 -0.278 -0.011
H 1.579 -0.337 -0.817 0.074
H 1.746 0.961 0.379 0.129
H 4.855 1.545 0.067 0.118
H 5.477 0.515 -1.138 0.176
H 2.858 1.942 -1.139 0.079

Entry 4:
73
Properties=species:S:1:pos:R:3:lowdin_charge:R:1 method="wB97M-V/def2-TZVPD" charge=+1 orbital_gap_ev=10.28 lumo_ev=-2.03 homo_energy_ev=-12.31 total_energy_ev=-58223.5300
O -3.200 -2.142 -2.461 -0.316
P -2.353 -3.251 -2.941 0.256
O -2.406 -4.603 -2.105 -0.149
O -2.695 -3.927 -4.340 -0.135
P -0.262 -2.585 -2.848 0.908
C -0.309 -0.788 -3.331 -0.477
C -1.148 -0.375 -4.573 -0.151
C -2.258 0.486 -3.995 -0.103
N -1.479 1.292 -3.011 0.069
C -0.668 0.270 -2.228 -0.193
C -1.407 -0.115 -0.935 -0.162
O -0.740 0.531 0.133 -0.125
C -1.055 0.101 1.454 -0.238
O -0.030 -0.618 2.039 -0.079
C -0.154 -2.038 2.083 -0.183
C 1.155 -2.672 1.679 -0.215
O 1.529 -2.230 0.373 -0.096
H -2.474 -4.466 -1.148 0.093
H -2.348 -3.484 -5.124 0.077
H 0.150 -3.060 -4.106 -0.055
H 0.746 -0.639 -3.563 0.021
H -1.569 -1.214 -5.129 0.100
H -0.523 0.210 -5.258 0.128
H -2.811 1.142 -4.670 0.143
H -2.951 -0.141 -3.434 0.106
H -0.817 1.890 -3.513 0.154
H -2.025 1.924 -2.421 0.151
H 0.237 0.792 -1.911 0.144
H -1.415 -1.203 -0.808 0.086
H -2.458 0.209 -0.977 0.139
H -1.199 1.018 2.035 0.139
H -1.993 -0.479 1.434 0.140
H -0.430 -2.361 3.092 0.091
H -0.949 -2.364 1.396 0.123
H 1.023 -3.760 1.708 0.130
H 1.947 -2.403 2.386 0.126
H 1.577 -3.001 -0.203 0.056
C 1.914 5.657 0.213 -0.100
C 1.251 4.495 0.938 -0.245
C 1.029 3.275 0.034 -0.173
C 0.135 3.537 -1.088 -0.194
N -0.596 3.723 -1.957 0.163
H 1.289 6.023 -0.604 0.075
H 2.087 6.488 0.894 0.078
H 2.878 5.361 -0.206 0.077
H 0.290 4.806 1.354 0.115
H 1.868 4.167 1.775 0.113
H 0.577 2.445 0.579 0.101
H 1.983 2.926 -0.371 0.121
C 4.981 1.556 -1.577 -0.107
C 4.707 0.193 -0.957 -0.250
C 4.674 -0.938 -1.994 -0.174
C 3.625 -0.739 -2.993 -0.197
N 2.840 -0.531 -3.807 0.160
H 4.194 1.837 -2.280 0.066
H 5.034 2.325 -0.806 0.071
H 5.929 1.566 -2.118 0.081
H 3.761 0.192 -0.417 0.103
H 5.484 -0.054 -0.231 0.114
H 4.497 -1.901 -1.513 0.119
H 5.624 -1.006 -2.529 0.128
C -2.730 -0.879 7.641 -0.104
C -2.741 -0.141 6.310 -0.259
C -3.331 -0.983 5.171 -0.188
C -2.570 -2.211 4.939 -0.230
N -1.963 -3.178 4.809 0.156
H -2.107 -1.772 7.592 0.073
H -2.338 -0.240 8.431 0.075
H -3.737 -1.186 7.929 0.080
H -1.728 0.162 6.037 0.110
H -3.336 0.770 6.387 0.109
H -3.351 -0.418 4.237 0.107
H -4.360 -1.270 5.399 0.124